58
Properties=species:S:1:pos:R:3:forces:R:3 method="wB97M-V/def2-TZVPD" s2=0.760 charge=-1 homo_ev="-2.809 / -2.811" spin_multiplicity=2 gap_ev="5.05 / 5.06" e_lumo_ev="2.237 / 2.245" energy_ha=-3472.515552 de_lowest_kcal_mol=25.2
Ti 0.014443 -0.898297 0.505829 0.92 1.89 1.87
N -6.849412 -5.330916 0.904333 0.04 0.07 0.06
C -5.830544 -4.378217 0.978363 -0.10 -0.06 -0.03
C -6.078274 -3.053364 0.609487 -0.02 0.02 -0.01
C -5.086417 -2.100840 0.715268 0.02 -0.02 0.06
C -3.832367 -2.457339 1.202466 -0.19 -0.32 -0.14
C -3.572327 -3.770034 1.569222 -0.08 0.03 0.00
C -4.572790 -4.723987 1.463015 0.10 0.00 0.03
S -2.581691 -1.237659 1.265910 -0.18 -0.30 -0.80
O -3.024175 -0.187245 2.119130 -0.10 0.29 0.16
O -1.352187 -1.975000 1.667496 -0.59 0.03 0.28
N -2.290297 -0.705512 -0.211458 -0.02 -0.70 0.09
C -1.890790 -1.711418 -1.105363 -0.56 0.18 -0.21
N -2.770867 -2.340988 -1.890593 0.12 0.35 0.33
C -2.262548 -3.232022 -2.728951 -0.18 -0.28 -0.29
C -0.916869 -3.535866 -2.832910 0.24 0.15 0.16
C -0.069470 -2.850792 -1.979475 0.09 -0.25 -0.33
N -0.565636 -1.954819 -1.142535 -0.63 -0.51 -0.45
H -7.579365 -5.125261 0.242990 -0.01 0.02 -0.03
H -6.537534 -6.285574 0.843209 0.02 -0.03 -0.01
H -7.056372 -2.776682 0.231845 0.02 -0.01 0.01
H -5.279659 -1.079262 0.412055 0.06 -0.02 0.01
H -2.592528 -4.041268 1.940079 0.00 0.04 -0.02
H -4.373222 -5.747850 1.759274 -0.01 0.02 -0.01
H -2.981388 -3.751405 -3.358809 0.01 0.05 0.03
H -0.544009 -4.270923 -3.529144 -0.02 -0.01 -0.01
H 1.004873 -3.004226 -1.916035 -0.03 -0.01 -0.01
O 2.664759 1.750040 -0.899346 0.13 0.14 0.02
C 1.778391 1.416493 -0.148826 -0.83 -0.68 -0.23
O 0.804469 0.575456 -0.478751 0.57 0.45 -0.22
C 1.650324 1.964854 1.265370 0.11 0.19 0.09
P 0.290818 1.180361 2.219460 -0.13 0.05 -0.02
C 0.140598 2.359977 3.628878 0.15 0.01 0.02
C 0.844949 2.143693 4.808830 0.00 0.04 0.07
C 0.749710 3.046413 5.861890 0.00 -0.05 -0.04
C -0.055713 4.171983 5.747195 -0.02 -0.02 -0.08
C -0.773680 4.387565 4.575304 0.04 -0.05 0.02
C -0.681864 3.480928 3.527451 -0.01 -0.01 -0.01
C 0.980967 -0.339551 2.818652 -0.13 -0.63 -0.52
C 0.244962 -1.015831 3.843703 -0.06 0.37 -0.20
C 0.704945 -2.096642 4.516838 0.71 -0.21 -0.15
C 2.062620 -2.555228 4.205954 -0.44 -0.21 0.47
C 2.805119 -2.063130 3.212800 -0.33 0.48 -0.25
C 2.216106 -1.045934 2.228920 0.53 -0.24 0.27
H 1.425245 3.029985 1.180223 0.02 0.03 0.03
H 2.613474 1.876871 1.768330 0.04 0.08 0.03
H 1.458051 1.251539 4.886150 0.01 0.03 0.04
H 1.305382 2.866615 6.774896 -0.01 0.01 0.00
H -0.132243 4.872997 6.570013 0.00 0.00 -0.01
H -1.414280 5.256594 4.481309 0.01 0.00 0.01
H -1.260776 3.638897 2.622594 0.03 -0.02 0.01
H -0.718888 -0.599514 4.137063 0.00 0.01 -0.10
H 0.133421 -2.550048 5.315390 0.03 -0.03 -0.02
H 2.504885 -3.324910 4.836052 -0.06 0.04 0.02
H 3.803250 -2.434548 3.024344 0.03 0.09 -0.01
H 3.005558 -0.331489 1.953786 0.04 0.03 0.03
S 2.860465 -2.672169 0.071509 -0.03 -0.01 -0.01
C 1.842227 -1.715158 0.920319 0.69 -0.46 0.02